1 | Computed, not measured: a single C2H2F2S2 molecule, with the ωB97M-V functional and the def2-TZVPD basis.

Summary:
E_LUMO: -0.3 eV
Kohn-Sham gap: 9.38 eV
E_HOMO: -9.7 eV

Cartesian coordinates (Å):
C -0.04420 0.96756 0.83485
C -0.03528 -0.06511 -0.60480
F 0.84617 1.91646 0.70899
F 0.49675 0.62191 -1.60662
S -1.13366 0.87630 1.99177
S 0.88541 -1.51040 -0.02767
H -0.99054 -0.27006 -0.77018
H -0.02465 -2.53667 -0.52634


2 | Computed, not measured: 2 unconnected molecules or ions with the total composition C2H2F2S2, with the ωB97M-V functional and the def2-TZVPD basis.

Summary:
E_LUMO: -0.5 eV
Kohn-Sham gap: 9.11 eV
E_HOMO: -9.6 eV

Cartesian coordinates (Å):
C 0.17126 1.70461 0.44571
C -0.16915 -2.58590 -0.20946
F -0.04219 2.23219 -0.74851
F 1.15053 -2.46002 -0.19810
S -1.00178 -3.21418 1.00197
S -0.13225 0.17070 0.78321
H 0.56318 2.44371 1.13418
H -0.58651 -2.26200 -1.15990


Question: of the structures shown, which is the most stable? Reply: 2.